1.
Molecular formula: C8H9BrO2
Method: DFT, ωB97M-V/def2-TZVPD

Structure (XYZ):
```
20
Properties=species:S:1:pos:R:3:forces:R:3:mulliken_charge:R:1
C -3.400 0.066 1.572 -0.1 -0.2 0.6 -0.54
C -3.691 -0.407 2.816 -0.3 0.3 -0.5 -0.47
C -2.014 -0.159 1.369 2.3 -0.7 -1.4 0.32
C -1.597 -0.772 2.499 -0.2 0.4 -0.6 0.00
C 0.089 0.429 -1.576 -0.4 -0.2 -0.2 -0.72
C 0.980 0.410 -0.323 0.3 -0.1 0.3 0.31
C -0.023 -0.624 -0.575 -1.2 0.1 1.6 0.35
C 2.446 0.058 -0.425 -0.2 0.0 0.0 -1.44
O -2.595 -0.926 3.413 0.3 -0.3 0.3 -0.34
O -0.040 -1.939 -0.614 0.1 0.8 -0.4 -0.40
Br 0.099 -1.442 2.940 -0.1 -0.1 0.1 -0.22
H -4.074 0.524 0.879 -0.3 0.1 -0.1 0.40
H -4.602 -0.441 3.378 -0.1 0.0 0.2 0.43
H -0.672 1.191 -1.636 -0.1 0.0 0.1 0.27
H 0.520 0.169 -2.536 0.1 -0.1 0.0 0.27
H 0.763 1.165 0.419 -0.3 -0.1 0.0 0.36
H 2.599 -0.723 -1.163 0.1 -0.1 -0.1 0.34
H 2.816 -0.287 0.538 0.1 0.0 0.1 0.33
H 3.018 0.935 -0.721 0.1 0.0 0.0 0.37
H 0.359 -2.317 0.188 -0.1 0.2 0.2 0.38
```
Positions in Å, forces in eV/Å.

HOMO-LUMO gap (alpha / beta)	7.2433 / 7.1308	eV

=====

2.
Molecular formula: C8H9Cl3N2
Method: DFT, ωB97M-V/def2-TZVPD

Structure (XYZ):
```
22
Properties=species:S:1:pos:R:3:forces:R:3:mulliken_charge:R:1
C 1.767 -0.144 -2.379 -1.4 -1.5 -2.4 -0.41
C 0.585 -0.747 -2.897 -0.5 0.8 2.7 -0.64
C 1.794 0.427 -1.178 0.4 1.1 1.7 -0.84
C -0.537 -0.799 -2.068 -0.8 1.2 -0.1 -0.60
C 0.630 0.547 -0.403 1.3 -0.3 0.7 0.13
C -0.524 -0.098 -0.799 0.8 0.0 -0.6 0.94
C -1.163 -0.212 2.802 -0.4 0.7 -3.3 0.17
C -2.151 0.604 1.034 4.2 0.3 2.0 0.04
N -2.054 -0.209 3.814 -0.7 2.9 1.3 -0.46
N -1.725 -0.046 -0.104 -0.5 -0.6 0.2 -0.14
Cl -0.796 -1.835 2.345 0.6 -0.2 -0.3 -0.18
Cl -3.784 0.720 1.425 -1.0 -0.5 -0.4 -0.16
Cl -1.422 2.365 0.975 -0.6 -0.1 0.5 -0.25
H 2.605 -0.082 -3.010 1.1 -0.1 -0.7 0.40
H 0.485 -1.099 -3.879 0.2 -0.5 -1.2 0.43
H 2.762 0.854 -0.844 -0.9 -0.1 0.0 0.30
H -1.556 -1.104 -2.486 1.6 0.1 0.7 0.18
H 0.783 1.120 0.514 -0.7 -0.4 -0.3 0.19
H -0.326 0.558 2.667 -1.2 -1.3 0.9 0.32
H -2.654 -0.972 4.147 0.7 0.6 -0.9 0.22
H -2.412 0.771 3.908 0.0 -1.6 0.5 0.24
H -2.404 -0.282 -0.748 -2.2 -0.5 -1.0 0.11
```
Positions in Å, forces in eV/Å.

HOMO-LUMO gap	8.1050	eV

=====

Let's list relative energy (zero: lowest compared OMol25 entry of this formula, charge and spin) in order: 115.53, 36.79 kcal per mole.